{"formula": "C4H7NOS", "method": "the ωB97M-V functional and the def2-TZVPD basis", "species": ["N", "C", "C", "C", "S", "C", "O", "H", "H", "H", "H", "H", "H", "H"], "coordinates": [[-1.778, -0.355, 0.396], [-0.925, -1.204, -0.279], [0.412, -1.134, -0.531], [1.375, -0.138, -0.119], [2.950, -0.440, 0.051], [0.913, 1.323, 0.239], [-0.064, 1.856, -0.680], [-2.428, -0.854, 0.976], [-1.234, 0.285, 1.040], [-1.478, -2.049, -0.691], [0.809, -2.006, -1.034], [0.576, 1.356, 1.255], [1.751, 2.035, 0.141], [-0.878, 1.325, -0.764]], "e_above_lowest_ev": 1.637, "total_charge": 0, "multiplicity": 1, "smiles": "N/C=C\\C(=S)CO", "orbital_gap_ev": 8.0}


{"formula": "C3H2N2O3S", "method": "the ωB97M-V functional and the def2-TZVPD basis", "species": ["O", "C", "C", "N", "N", "C", "S", "O", "O", "H", "H"], "coordinates": [[-1.296, -1.961, -0.292], [-1.243, -0.766, -0.157], [-0.002, 0.131, -0.055], [-0.492, 1.488, -0.073], [-1.707, 1.580, -0.088], [-2.305, 0.207, -0.061], [-3.958, 0.011, -0.013], [-4.802, 1.153, -0.070], [-4.479, -1.279, 0.272], [0.517, -0.038, 0.892], [0.730, -0.016, -0.851]], "e_above_lowest_ev": 2.308, "total_charge": 0, "multiplicity": 1, "smiles": "O=C1CN=NC1=S(=O)=O", "orbital_gap_ev": 8.3}